Entry 1:
18
Properties=species:S:1:pos:R:3:forces:R:3:nbo_charge:R:1 method="wB97M-V/def2-TZVPD" smiles="CC(N)=O.CSC"
C 0.904 -1.657 1.864 1.253 1.364 -0.510 -0.7407
C 0.374 -0.256 2.104 1.894 2.211 -1.653 0.6801
N 1.378 0.692 2.344 -0.710 -1.151 0.332 -0.8410
O -0.697 0.190 1.750 -0.638 -1.044 0.448 -0.6089
H 0.971 -2.207 2.774 -0.892 -1.198 0.194 0.2426
H 1.944 -1.651 1.497 0.042 0.732 0.579 0.2263
H 0.469 -1.925 0.924 -1.320 -1.370 0.216 0.2580
H 1.029 1.639 2.333 0.303 0.006 0.451 0.4010
H 2.172 0.405 2.892 0.094 0.443 -0.055 0.3850
C -2.032 0.711 -1.294 -1.223 -0.721 -1.306 -0.7045
S -1.656 -0.183 -2.912 0.857 0.938 1.633 0.1275
C 0.125 0.287 -2.832 -0.021 0.561 -0.021 -0.7420
H -2.047 1.776 -1.514 0.691 0.058 0.287 0.2094
H -3.082 0.508 -1.060 0.215 -0.333 0.141 0.2180
H -1.383 0.340 -0.502 -0.099 0.393 -0.132 0.2389
H 0.356 0.929 -1.979 -0.507 -0.280 0.332 0.2185
H 0.379 0.963 -3.642 0.114 -0.457 -0.558 0.2169
H 0.795 -0.563 -2.747 -0.053 -0.152 -0.379 0.2147

---

Entry 2:
24
Properties=species:S:1:pos:R:3:forces:R:3:nbo_charge:R:1 method="wB97M-V/def2-TZVPD" charge=+1
C -3.415 -0.519 0.599 -1.385 -0.497 0.747 -0.5999
C -1.941 -0.238 0.453 1.067 -1.235 3.908 -0.0438
C -1.698 -0.099 -1.079 2.444 -0.115 -3.779 -0.6029
S -0.199 0.804 -1.452 -2.361 -0.241 0.591 0.4735
N -1.070 -1.211 1.067 0.700 1.072 -2.054 -0.5786
H -3.750 -1.516 0.355 0.415 -0.481 -0.404 0.2407
H -3.836 -0.356 1.608 0.967 0.094 -0.108 0.2718
H -3.959 0.151 -0.009 -0.638 0.770 -0.765 0.2262
H -1.740 0.691 0.939 0.191 0.748 0.300 0.2439
H -2.538 0.379 -1.567 -0.199 0.352 0.312 0.2852
H -1.588 -1.127 -1.446 -0.091 0.198 0.129 0.2636
H 3.077 4.374 -0.761 -0.223 0.730 0.042 -0.0165
H 2.845 5.101 -0.722 0.221 -0.738 -0.041 0.0170
H -0.834 -1.998 0.470 -1.000 -0.767 0.144 0.3756
H -0.111 -0.842 1.197 -0.507 0.524 1.082 0.4246
H 3.355 -0.718 -0.166 0.090 -0.283 -0.155 0.4998
H 4.441 -0.606 0.990 -0.896 0.095 -0.475 0.4907
O 3.500 -0.468 0.751 0.776 0.240 0.852 -0.9948
H 1.902 0.538 1.837 0.292 -0.222 -0.516 0.5309
H 1.077 0.966 0.598 0.879 0.484 -0.658 0.4539
O 1.011 0.726 1.510 -1.075 -0.253 0.967 -0.9343
H 1.319 -0.666 -1.677 1.205 -1.483 0.039 0.4556
H 2.228 -1.969 -2.128 -0.706 1.186 1.091 0.5019
O 1.924 -1.396 -1.367 -0.166 -0.176 -1.249 -0.9842

---

Entry 3:
149
Properties=species:S:1:pos:R:3:forces:R:3:mulliken_charge:R:1 method="wB97M-V/def2-TZVPD" charge=-1
C 6.298 0.681 -1.509 0.697 0.531 0.220 -1.4270
C 5.138 1.377 -0.807 -1.349 -0.700 -0.278 0.2512
C 4.977 2.837 -1.306 0.501 0.109 0.561 -1.0300
C 3.521 3.266 -1.097 1.601 0.465 0.480 -0.3093
N 3.199 4.714 -1.245 -1.816 0.642 -0.223 0.7703
C 3.973 5.672 -0.404 1.964 -0.955 1.418 -0.2685
C 3.083 6.865 -0.152 0.483 -0.058 -2.331 -1.0022
C 1.660 6.293 -0.036 1.005 -0.444 1.861 -0.4113
C 1.702 4.919 -0.775 -0.008 0.315 0.169 -0.0686
C 3.334 5.110 -2.658 0.243 0.279 -0.717 -1.1308
H 6.596 -0.346 -1.242 -0.763 0.348 0.240 0.3416
H 7.156 1.301 -1.213 0.253 -0.200 -0.614 0.3143
H 6.139 0.706 -2.593 0.263 0.082 0.119 0.3552
H 5.228 1.292 0.295 -0.209 0.275 -0.641 0.2474
H 4.170 0.903 -1.120 0.706 -0.067 0.555 0.0798
H 5.323 2.878 -2.332 -0.374 -0.047 -0.529 0.4816
H 5.683 3.508 -0.799 -0.271 -0.087 0.320 0.4147
H 3.265 3.077 -0.084 -0.249 -0.584 0.828 -0.3392
H 2.871 2.745 -1.754 -0.673 -0.526 -0.575 0.6371
H 4.971 5.880 -0.874 -1.102 0.025 0.098 0.5157
H 4.256 5.160 0.536 -0.483 0.140 -0.471 0.0590
H 3.223 7.447 -1.079 -0.480 0.362 0.364 0.3085
H 3.465 7.469 0.652 -0.176 0.065 0.513 0.4962
H 0.909 6.970 -0.406 -0.244 0.038 -0.337 0.4919
H 1.537 6.233 1.080 -0.451 -0.599 -1.231 0.1893
H 1.044 4.947 -1.637 0.304 0.046 -0.480 0.4965
H 1.386 4.012 -0.234 0.425 0.760 0.224 -0.4332
H 2.887 6.085 -2.847 -0.094 -0.020 0.253 0.4823
H 2.827 4.382 -3.315 0.472 0.222 0.345 0.2867
H 4.413 5.221 -2.843 -0.426 -0.407 -0.352 0.3840
C 3.732 -7.140 3.869 0.501 -1.805 0.226 -1.1148
C 3.828 -5.693 3.898 -0.870 4.965 -0.050 0.8479
O 4.745 -5.018 4.342 -0.484 -1.302 -0.256 -0.6224
N 2.711 -5.002 3.277 0.412 -1.448 -0.006 -0.3168
H 3.234 -5.431 1.494 0.731 -1.456 -3.482 0.4473
H 1.933 -5.640 3.246 -0.382 0.160 -0.234 0.2598
C 2.333 -3.534 3.253 0.579 -2.156 1.649 -0.8474
H 4.630 -7.485 3.368 0.005 -0.170 -0.524 0.2858
H 2.839 -7.553 3.400 0.156 0.136 -0.053 0.2886
H 3.865 -7.587 4.856 -0.302 0.341 0.195 0.3750
H 2.221 -3.249 2.238 -0.155 0.603 -0.740 0.2933
H 3.157 -3.051 3.756 0.074 0.514 -0.075 0.2398
H 1.395 -3.403 3.828 0.577 0.032 -0.440 0.3346
C 1.430 0.785 0.589 -1.210 -0.961 -0.821 -0.4312
C 0.523 -0.453 0.781 0.073 0.765 1.515 -0.1257
O 0.937 -1.531 1.217 0.247 1.038 -1.004 -0.5916
N -0.817 -0.248 0.607 0.489 -3.016 0.259 0.4884
H -1.237 0.636 0.676 -0.295 1.263 -0.004 0.0986
H -1.892 -1.385 -1.354 0.175 -0.431 0.043 -0.0012
C -1.628 -1.417 1.049 -0.265 0.431 0.510 -1.2039
H 0.920 1.726 0.832 0.196 -0.298 0.311 0.2016
H 1.656 0.819 -0.472 0.201 0.040 -0.312 0.2346
H 2.329 0.601 1.133 0.575 0.290 0.515 0.1633
H -1.140 -2.334 0.760 -0.021 -0.102 -0.900 0.3088
H -2.652 -1.328 0.659 0.215 -0.193 0.414 0.3453
H -1.594 -1.579 2.149 -0.413 0.771 -0.418 0.4943
C -3.779 2.592 -4.672 -1.524 0.981 -0.659 -1.6649
C -4.361 1.740 -3.574 2.598 -0.321 0.686 0.6810
C -4.903 0.441 -4.038 -0.308 -0.227 -1.066 -0.2463
O -5.781 0.622 -5.139 -0.043 -0.610 0.308 -0.4780
C -6.060 -0.667 -5.672 -0.042 0.976 -0.251 -0.7667
N -3.265 1.418 -2.566 -1.640 -0.163 0.737 -0.5746
H -2.913 0.458 -2.741 -0.203 0.732 0.040 0.1575
H -2.063 3.523 -0.185 -0.863 -0.494 0.308 0.2876
H -3.826 1.312 -1.695 1.057 -0.133 -0.384 0.2724
H -4.517 2.570 -5.487 0.377 0.028 -0.106 0.3491
H -2.814 2.302 -5.060 0.273 -0.331 0.159 0.2973
H -3.763 3.644 -4.360 0.386 -0.209 0.094 0.3669
H -5.139 2.281 -3.051 -0.199 0.265 0.061 0.3659
H -5.472 0.011 -3.244 -0.231 -0.613 0.788 0.0942
H -4.134 -0.290 -4.341 0.247 0.382 0.195 0.3557
H -7.032 -0.566 -6.106 -0.709 -0.313 -0.426 0.2954
H -6.074 -1.453 -4.912 0.091 0.044 -0.056 0.3078
H -5.337 -0.853 -6.466 0.143 -0.498 0.013 0.2848
C -1.784 -2.929 -2.586 -0.666 0.259 0.808 -0.3698
O -2.008 -3.740 -1.514 0.364 -0.792 0.319 -0.2487
O -2.148 -1.615 -2.259 -0.227 0.519 -1.281 -0.1358
C -0.321 -2.983 -2.972 1.149 0.254 -0.386 0.9201
F -0.076 -2.229 -4.101 -0.345 -0.570 0.940 -0.3179
F 0.479 -2.516 -2.003 -0.080 0.033 -0.153 -0.0962
F 0.095 -4.235 -3.258 -0.318 0.249 -0.036 -0.2839
C -3.425 -4.007 -1.235 0.479 -0.965 -1.876 0.1300
C -3.454 -5.242 -0.338 -0.630 0.195 0.219 -1.4668
H -2.982 -6.131 -0.758 0.387 0.344 -0.285 0.3702
H -3.053 -5.057 0.652 0.237 0.228 0.070 0.2789
H -4.479 -5.566 -0.162 -0.281 0.341 -0.036 0.3811
H -3.840 -4.315 -2.255 0.115 0.447 1.083 0.2905
H -3.915 -3.090 -0.869 0.118 -0.763 0.229 0.1838
H -2.321 -3.296 -3.476 -0.299 0.554 0.042 0.3324
C -5.600 -1.637 0.833 -3.160 3.584 2.132 -0.6849
O -5.171 -0.441 0.111 -1.031 2.246 -1.483 0.2814
O -4.805 -2.522 0.728 4.119 -4.783 -0.485 -0.7358
C -5.731 -1.091 2.368 0.521 -2.034 -0.824 0.7035
F -6.052 -2.032 3.317 0.293 -0.406 -0.475 -0.3598
F -4.608 -0.528 2.807 0.869 0.237 0.224 -0.2979
F -6.681 -0.219 2.482 -2.104 2.364 0.196 -0.3130
C -6.233 0.453 -0.454 1.545 -0.549 1.734 0.5183
C -7.165 -0.272 -1.364 -0.953 -1.786 -0.562 -1.6650
H -6.717 -1.217 -1.689 0.424 0.196 -0.250 0.2881
H -8.040 -0.687 -0.825 0.111 0.738 -0.263 0.3845
H -7.479 0.246 -2.278 -0.049 0.226 0.369 0.4193
H -5.645 1.243 -0.988 -0.757 -0.409 0.693 -0.3900
H -6.830 0.822 0.416 0.704 0.440 -0.795 0.3179
H -6.634 -1.838 0.508 -0.838 0.092 0.051 0.3486
C -2.713 4.134 1.647 -1.508 -2.519 -2.373 -0.2335
O -3.081 2.742 1.805 1.487 2.167 -0.356 -0.2197
O -1.891 4.177 0.495 0.704 1.539 1.567 -0.5452
C -4.054 4.810 1.378 1.181 0.615 -1.559 0.8018
F -4.854 4.600 2.411 -0.742 0.344 -0.270 -0.2323
F -3.813 6.155 1.268 -0.722 -0.488 -0.012 -0.2977
F -4.609 4.389 0.199 0.089 0.520 1.476 -0.2238
C -3.387 2.328 3.107 1.741 -1.865 0.994 0.1704
C -2.366 2.747 4.215 -0.478 -0.418 -0.044 -1.3763
H -2.700 3.737 4.497 0.219 0.239 0.836 0.3953
H -2.301 2.040 5.092 -0.654 0.806 -0.918 0.3390
H -1.329 2.844 3.904 0.048 -0.116 -0.555 0.3354
H -3.376 1.247 2.974 -0.294 0.063 0.406 0.0166
H -4.362 2.656 3.366 -0.919 0.086 0.449 0.4296
H -2.344 4.676 2.520 0.910 -0.503 -0.180 0.3517
C 3.115 3.235 4.092 -3.381 0.995 -4.348 0.0427
O 2.924 1.864 3.668 -0.220 -0.185 0.088 -0.0366
O 4.030 3.448 4.831 3.637 0.854 4.009 -0.7761
C 3.448 3.875 2.626 -0.621 -0.455 1.357 0.4757
F 4.305 3.107 1.928 -0.245 0.054 -1.014 -0.1870
F 2.331 4.220 1.839 0.795 -0.813 -0.054 -0.0697
F 4.075 5.035 2.785 0.364 1.031 -0.118 -0.3435
C 2.704 1.006 4.777 -0.739 1.352 0.051 -0.5791
C 2.812 -0.383 4.264 0.647 -0.699 -0.001 -0.6534
H 3.785 -0.812 4.554 -0.289 -0.028 -0.437 0.3534
H 2.032 -1.013 4.674 -0.160 -0.238 -0.004 0.2928
H 2.708 -0.310 3.178 0.046 -0.510 0.148 0.0486
H 1.644 1.232 5.027 0.516 -0.266 0.816 0.2185
H 3.431 1.220 5.599 -0.808 0.045 -0.517 0.2527
H 2.079 3.800 4.261 0.533 -1.185 0.315 -0.0732
C 3.905 -4.922 -0.431 -0.792 -1.163 0.993 0.1444
O 4.110 -5.450 -1.664 -2.832 0.192 -1.631 -0.3928
O 3.462 -5.900 0.490 -0.737 1.329 3.202 -0.7376
C 5.272 -4.568 -0.151 4.362 2.236 2.171 0.8453
F 5.299 -3.868 1.041 0.208 -0.571 -0.571 -0.2025
F 6.145 -5.594 -0.047 -0.886 0.120 0.268 -0.2969
F 5.876 -3.746 -1.062 -0.915 -0.088 0.323 -0.2968
C 2.853 -5.608 -2.392 0.422 -1.507 0.091 0.0760
C 3.252 -6.514 -3.549 -1.467 -1.560 -0.229 -1.4038
H 2.325 -6.907 -4.042 0.645 0.657 0.057 0.3814
H 3.863 -5.981 -4.261 0.090 0.234 -0.272 0.3462
H 3.782 -7.454 -3.296 -0.096 0.748 0.459 0.3447
H 2.420 -4.703 -2.858 0.597 0.062 0.816 0.0856
H 2.106 -6.053 -1.669 0.710 0.352 -0.989 0.2818
H 3.254 -4.066 -0.274 -0.112 0.529 -0.905 0.3450

---

Entry 4:
18
Properties=species:S:1:pos:R:3:forces:R:3:nbo_charge:R:1 method="wB97M-V/def2-TZVPD" smiles=S[C@H]1C[C@@H]2CC[C@H]1S2
S 3.060 0.308 -0.273 -0.852 0.608 1.329 -0.0775
C 1.360 -0.529 -0.196 -0.157 1.476 0.701 -0.3255
C 0.610 -0.447 1.107 1.409 -1.795 4.309 -0.4586
C -0.417 0.546 0.960 -3.039 2.927 0.071 -0.3554
C -1.683 0.037 0.242 -3.178 -3.678 -1.600 -0.4327
C -1.211 -0.326 -1.258 1.617 2.253 1.220 -0.4160
C 0.383 0.208 -1.092 -3.067 -0.176 1.308 -0.2727
S 0.110 1.847 -0.182 0.646 -1.655 -1.635 0.1663
H 2.897 1.390 0.649 -0.099 -1.538 -1.272 0.1561
H 1.596 -1.536 -0.380 0.174 -1.287 -0.972 0.2382
H -0.063 -1.272 1.456 1.260 -0.584 -0.959 0.2399
H 1.247 -0.325 2.072 -0.667 0.239 -1.823 0.2338
H -0.580 1.223 1.757 -0.788 -0.374 1.845 0.2436
H -2.405 -1.033 0.405 2.784 2.340 1.017 0.1990
H -2.575 0.667 0.320 0.788 0.746 -0.329 0.2290
H -1.698 0.337 -2.058 0.806 -1.003 1.180 0.2239
H -1.344 -1.394 -1.520 0.352 0.640 0.235 0.2101
H 0.714 0.299 -2.009 2.010 0.862 -4.626 0.1986

---

Entry 5:
44
Properties=species:S:1:pos:R:3:forces:R:3:nbo_charge:R:1 method="wB97M-V/def2-TZVPD" charge=-1
C 3.537 0.015 -0.050 -0.108 -0.407 -0.005 -0.7058
C 2.697 -0.117 -1.318 -0.120 0.516 -0.074 0.2991
C 3.342 -1.026 -2.355 0.340 0.628 -0.332 -0.6806
N 1.601 0.472 -1.545 -0.144 -0.956 0.053 -0.8198
Sb -0.002 0.426 -0.074 0.537 0.640 -0.150 1.4617
C -0.718 -1.339 -1.203 0.364 0.060 -0.214 -0.7883
C -0.347 -2.677 -0.579 -0.321 -0.253 -0.280 -0.4518
C -1.464 -3.339 0.271 0.221 -0.281 -0.172 -0.0599
O -2.702 -2.630 0.267 -0.029 -0.070 0.126 -0.7280
C 0.806 2.289 0.924 0.028 -0.321 0.173 -0.9264
C 1.247 2.237 2.355 0.205 0.363 0.065 0.7979
O 1.408 3.215 3.042 -0.225 0.112 0.199 -0.6147
O 1.450 0.999 2.889 -0.463 -0.462 -0.210 -0.7280
C -1.159 1.745 -1.432 0.085 -0.068 -0.011 -1.2628
P -2.877 2.033 -1.173 -0.257 0.878 -1.305 2.3558
O -3.529 2.831 -2.235 0.026 -0.289 0.408 -1.1174
O -2.947 2.778 0.263 -0.060 -0.440 0.297 -1.0105
O -3.663 0.651 -0.983 0.251 -0.177 0.095 -1.0136
P -1.821 0.183 1.720 -0.773 -0.318 0.318 0.8664
O -1.607 1.470 2.771 0.216 0.163 0.021 -1.0253
O -1.093 -1.023 2.570 0.244 0.058 -0.022 -1.0111
H 4.597 -0.075 -0.299 0.001 0.087 0.029 0.2001
H 3.300 -0.806 0.635 0.008 0.153 0.090 0.2303
H 3.360 0.968 0.448 -0.058 -0.117 0.048 0.2198
H 4.315 -0.616 -2.656 0.004 -0.091 0.030 0.1984
H 3.539 -2.017 -1.939 -0.145 -0.033 -0.002 0.2058
H 2.716 -1.073 -3.246 -0.064 -0.182 0.131 0.2222
H 0.984 -0.661 0.929 0.018 -0.079 0.091 -0.2843
H -0.169 -1.223 -2.141 -0.025 0.087 0.058 0.2362
H -1.777 -1.283 -1.452 -0.009 0.051 0.124 0.2098
H 0.569 -2.592 0.016 -0.076 0.081 0.057 0.2118
H -0.108 -3.377 -1.389 0.068 0.031 0.053 0.1879
H -1.133 -3.470 1.302 -0.168 0.273 0.052 0.1794
H -1.640 -4.347 -0.122 0.020 0.014 0.066 0.1474
H -3.319 -3.110 -0.291 0.031 0.109 -0.004 0.4668
H 1.640 2.638 0.310 -0.072 -0.005 -0.071 0.2544
H 0.037 3.067 0.922 0.117 0.095 -0.262 0.2314
H 1.051 1.006 3.771 0.391 0.165 0.112 0.4986
H -1.057 1.324 -2.435 0.010 -0.028 0.061 0.2700
H -0.692 2.734 -1.458 0.034 -0.068 0.068 0.2624
H -3.716 2.459 0.757 0.113 0.117 0.055 0.5082
H -3.149 -0.024 -0.505 -0.202 0.043 0.215 0.5185
H -1.379 2.279 2.298 -0.042 -0.019 -0.009 0.4947
H -0.128 -0.992 2.423 0.028 -0.062 0.026 0.4935

---

Entry 6:
Computed, not measured: 2 unconnected molecules or ions with the total composition C15H15Cl2NO2S at a distorted geometry, with ωB97M-V with the def2-TZVPD basis set.

Structure (XYZ):
```
36
Properties=species:S:1:pos:R:3:forces:R:3:nbo_charge:R:1
Cl 6.334 2.859 -0.680 0.130 0.047 0.083 0.0072
C 4.836 2.371 -1.389 -0.369 -0.151 -0.262 -0.0330
C 3.638 2.807 -0.849 0.262 0.151 0.269 -0.2599
C 2.444 2.424 -1.424 -0.302 0.089 0.082 -0.1292
C 2.449 1.613 -2.539 -0.518 -0.252 -0.356 -0.3115
S 0.901 1.147 -3.333 -1.130 -2.176 -0.023 2.0492
C 0.561 -0.472 -2.656 0.584 2.437 0.877 -0.9173
Cl -1.021 -1.093 -2.771 -0.805 -0.363 -0.292 -0.0459
O -0.122 2.116 -2.794 1.839 -1.414 -1.933 -0.9505
O 1.228 0.903 -4.786 -0.926 1.825 2.637 -0.9281
C 3.639 1.179 -3.082 -0.083 -0.190 -0.340 -0.1811
C 4.833 1.559 -2.510 0.479 0.057 0.175 -0.2243
H 3.661 3.454 0.011 -0.071 0.125 0.169 0.2231
H 1.500 2.772 -1.034 -0.088 0.064 0.028 0.2334
H 1.329 -1.068 -2.218 0.459 -0.210 -0.206 0.2075
H 3.613 0.568 -3.970 0.042 -0.048 -0.105 0.2527
H 5.774 1.246 -2.929 0.147 -0.110 -0.115 0.2263
C -0.075 -1.990 1.644 0.216 -0.267 0.095 -0.4266
N -1.099 -0.953 1.460 0.779 2.540 -1.595 -0.2987
C -2.411 -1.202 2.010 -1.252 0.084 0.268 0.1016
C -3.398 -1.836 1.247 0.958 0.275 -0.123 -0.2102
C -4.651 -2.066 1.775 -0.139 0.029 0.248 -0.1827
C -4.949 -1.666 3.069 0.091 -0.062 -0.042 -0.1860
C -3.982 -1.035 3.834 -0.210 -0.086 0.000 -0.1984
C -2.726 -0.802 3.314 0.776 -0.003 -0.690 -0.2136
C -0.802 0.191 0.802 -0.777 -2.745 1.593 0.0892
H -0.495 -2.827 2.203 -0.081 0.224 -0.077 0.2324
H 0.273 -2.357 0.679 -0.045 0.148 -0.095 0.2452
H 0.772 -1.592 2.204 -0.047 0.066 -0.055 0.2257
H -3.157 -2.127 0.239 -0.003 -0.089 -0.258 0.2398
H -5.402 -2.555 1.178 -0.078 -0.061 -0.133 0.2288
H -5.928 -1.855 3.482 -0.090 0.012 0.025 0.2255
H -4.211 -0.721 4.839 0.008 0.064 0.136 0.2270
H -1.969 -0.302 3.893 0.137 0.123 0.222 0.2239
H -1.562 0.933 0.675 -0.464 0.108 -0.052 0.2215
H 0.174 0.378 0.405 0.568 -0.241 -0.156 0.2371
```
Positions in Å, forces in eV/Å.

---

no.,E_LUMO (eV),gap between HOMO and LUMO (eV)
1,0.7,9.00
2,-9.4,4.96
3,1.2,6.10
4,0.7,9.41
5,2.9,6.87
6,-1.7,3.90